No. 1
Formula: C4H15NO3
Source: the Open Molecules 2025 dataset
Level of theory: ωB97M-V/def2-TZVPD

Structure (XYZ):
```
23
Properties=species:S:1:pos:R:3:nbo_charge:R:1
C -0.49950 -1.42673 -0.66333 -0.654
C -0.28189 -0.52004 0.64224 0.183
C -0.36192 -1.20073 1.78049 -0.597
C 0.03810 1.75667 -0.59370 -0.440
N -0.02407 0.73264 0.56691 -0.633
H 0.38040 -2.29179 -0.52309 0.248
H -0.37894 -0.85577 -1.53153 0.201
H -1.53497 -1.71873 -0.68457 0.233
H -0.73282 -2.36211 1.73487 0.194
H -0.30168 -1.02136 2.87580 0.210
H 0.42501 1.17543 -1.56165 0.267
H 0.38466 2.65105 -0.20296 0.209
H -0.94741 2.07224 -0.84957 0.179
H -0.20426 1.10175 1.50146 0.384
H 2.05616 -0.21554 0.09884 0.449
H 3.15680 -0.44475 0.96463 0.464
O 2.67913 -0.78039 0.30310 -0.908
H 2.30606 0.21583 -1.66098 0.480
H 2.74956 0.76175 -3.03192 0.481
O 1.99075 0.56482 -2.51303 -0.951
H -2.98331 0.56510 0.81910 0.457
H -4.09300 1.03641 1.47457 0.455
O -3.82287 0.20424 1.05429 -0.911
```

Calculated values
ΔE to the lowest compared entry with this formula, charge and spin (kJ/mol): 397.8
Kohn-Sham gap (hartree): 0.2914
Highest occupied orbital energy (eV): -7.44
Charge: 0
SMILES string: C=C(C)NC.O.O.O

=====

No. 2
Formula: C6H10O
Source: the Open Molecules 2025 dataset
Level of theory: ωB97M-V/def2-TZVPD

Structure (XYZ):
```
17
Properties=species:S:1:pos:R:3:nbo_charge:R:1
C -0.92992 1.09997 2.27826 -0.408
C -1.36385 0.90366 1.03830 -0.376
C 0.52240 -0.24608 -1.34287 0.241
C -0.55020 -1.11086 -1.93048 -0.644
O 0.67517 0.92869 -2.04340 -0.681
C 1.22696 -0.54543 -0.27734 -0.055
C 1.86171 -0.77451 0.84175 -0.434
H -0.32390 1.96271 2.54291 0.193
H 1.44263 -0.43828 1.79213 0.213
H -1.16449 0.40644 3.08194 0.194
H -1.12930 1.58905 0.22731 0.197
H -1.96659 0.03768 0.77460 0.193
H -0.30492 -1.38007 -2.96381 0.226
H -0.67740 -2.02205 -1.34185 0.228
H -1.49699 -0.55851 -1.94604 0.222
H 1.36412 1.44873 -1.60769 0.484
H 2.81456 -1.30116 0.87627 0.208
```

Calculated values
ΔE to the lowest compared entry with this formula, charge and spin (kJ/mol): 229.1
Kohn-Sham gap (hartree): 0.3482
Highest occupied orbital energy (eV): -8.59
Charge: 0
SMILES string: C=C=C(C)O.C=C

=====

No. 3
Formula: C5H9NO
Source: the Open Molecules 2025 dataset
Level of theory: ωB97M-V/def2-TZVPD

Structure (XYZ):
```
16
Properties=species:S:1:pos:R:3:nbo_charge:R:1
C 1.20152 0.09528 0.44557 0.259
N 1.13073 0.45618 -0.82094 -0.467
C 0.41860 1.44293 -1.37391 -0.061
C -1.56808 -1.17519 0.17564 -0.367
C 0.58201 2.73770 -1.47291 -0.495
C -1.60191 -1.82563 1.32061 -0.435
O 1.62938 -1.17151 0.74568 -0.702
H 0.98615 -1.61846 1.32512 0.496
H 1.52427 -0.22564 -1.46714 0.426
H 0.75291 0.71219 1.20745 0.175
H -1.68768 -0.10891 0.10975 0.207
H -1.43689 -1.69655 -0.75258 0.199
H 1.47177 3.26906 -1.13763 0.171
H -0.17304 3.34873 -1.93833 0.203
H -1.48672 -2.90879 1.35464 0.195
H -1.74302 -1.33139 2.27898 0.196
```

Calculated values
ΔE to the lowest compared entry with this formula, charge and spin (kJ/mol): 531.1
Kohn-Sham gap (spin up / spin down) (hartree): 0.2782 / 0.2772
Highest occupied orbital energy (spin up / spin down) (eV): -6.85 / -6.82
Charge: 0

=====

No. 4
Formula: C5H8O3
Source: the Open Molecules 2025 dataset
Level of theory: ωB97M-V/def2-TZVPD

Structure (XYZ):
```
16
Properties=species:S:1:pos:R:3:nbo_charge:R:1
C 0.36395 -0.83061 0.64744 0.415
C -0.91015 -0.63954 0.20998 -0.550
C 0.98145 0.05914 1.66821 -0.711
C -0.06121 1.01866 -1.07810 0.299
C -1.29370 0.73641 -1.89506 0.351
O 1.08025 -1.84242 0.13503 -0.650
O 0.06545 1.99086 -0.34883 -0.596
O -1.33580 -0.03223 -2.81803 -0.501
H 1.99659 -1.81298 0.44162 0.487
H 0.82468 0.43554 -1.44056 0.127
H -2.15526 1.36534 -1.60758 0.119
H -1.35168 -1.36392 -0.45200 0.239
H -1.57149 0.00311 0.76282 0.231
H 0.46284 -0.03772 2.62010 0.246
H 2.04239 -0.14699 1.81287 0.210
H 0.86169 1.09735 1.34208 0.283
```

Calculated values
ΔE to the lowest compared entry with this formula, charge and spin (kJ/mol): 251.0
Kohn-Sham gap (hartree): 0.3374
Highest occupied orbital energy (eV): -9.17
Charge: 0
SMILES string: C=C(C)O.O=CC=O

=====

No. 5
Formula: C24H56ClN21O10S
Source: the Open Molecules 2025 dataset
Level of theory: ωB97M-V/def2-TZVPD

Structure (XYZ):
```
113
Properties=species:S:1:pos:R:3:mulliken_charge:R:1
C 4.05383 -6.30783 -0.25531 -1.042
C 3.53550 -4.78810 -0.72360 0.166
C 1.92237 -4.56595 -0.52471 -0.477
O 1.39182 -3.35897 -1.23652 -0.382
C 1.47527 -2.16593 -0.37840 -0.116
C 2.97302 -1.48142 -0.12309 -0.111
C 3.25632 -0.17558 0.82899 0.107
N 4.59886 0.46637 1.10499 -0.425
C 5.62806 -0.17371 0.45924 0.450
C 5.84294 -0.00131 -1.19050 -0.748
C 6.76808 -1.12815 1.22538 -0.844
C 1.94870 0.52260 1.60369 0.126
N 1.96120 1.71863 2.53264 -0.383
S 0.25903 1.98746 2.98257 0.238
N -0.52540 0.64624 2.11142 -0.464
C 0.48094 -0.15415 1.31459 0.251
C 0.15942 -1.44775 0.36036 0.035
C -1.31234 -2.10401 0.05953 -0.111
Cl -2.74778 -0.95060 0.26812 -0.153
C -1.61482 -3.50257 0.89119 -0.074
C -3.09661 -4.04342 0.34393 -0.698
H 3.79499 -6.46854 0.87737 0.279
H 3.67880 -7.15511 -0.97064 0.315
H 5.24369 -6.26114 -0.32750 0.305
H 4.06929 -4.04731 0.04429 -0.037
H 3.94376 -4.48355 -1.78811 0.101
H 1.37948 -5.54230 -0.92429 0.248
H 1.73689 -4.44808 0.63733 0.347
H 3.87284 -2.00739 -0.70081 0.125
H 6.72128 0.74850 -1.41436 0.345
H 4.80077 0.33572 -1.60542 0.270
H 6.10113 -1.07850 -1.58930 0.257
H 6.31566 -2.16675 1.53783 0.221
H 7.64833 -1.32044 0.44264 0.284
H 7.25188 -0.58820 2.14914 0.307
H -1.30412 -2.42090 -1.09141 0.378
H -0.75924 -4.25015 0.59323 -0.025
H -1.70504 -3.33888 2.05011 0.285
H -3.12533 -5.21051 0.18864 0.312
H -3.39070 -3.56701 -0.69489 0.169
H -3.94375 -3.76462 1.13656 0.207
C -6.03394 -3.89841 -1.95811 0.719
O -4.83025 -3.86431 -2.15985 -0.700
N -6.69243 -2.91478 -1.31885 -0.384
N -6.80957 -4.92261 -2.35692 -0.426
H -7.68291 -2.92497 -1.14336 0.188
H -6.14550 -2.12486 -1.00191 0.165
H -6.35326 -5.68411 -2.84210 0.231
H -7.80217 -4.96863 -2.19997 0.152
C 1.16263 4.85555 5.11932 0.739
O 0.13508 4.26842 4.81908 -0.641
N 1.16457 6.02136 5.79066 -0.447
N 2.38491 4.38937 4.80572 -0.217
H 2.00012 6.51959 6.04674 0.148
H 0.26485 6.40713 6.04605 0.235
H 2.42821 3.51415 4.30014 0.087
H 3.24226 4.85848 5.04426 0.169
C -6.62189 0.41243 -3.53887 0.694
O -6.19623 0.50637 -2.39838 -0.700
N -6.42223 1.36238 -4.47028 -0.304
N -7.32869 -0.64934 -3.96631 -0.313
H -6.76481 1.30298 -5.41424 0.174
H -5.89461 2.17872 -4.18965 0.143
H -7.50148 -1.38747 -3.29636 0.149
H -7.68744 -0.74466 -4.90130 0.236
C -6.26279 -2.00197 -7.11423 0.726
O -7.11417 -1.19017 -6.78731 -0.755
N -4.94477 -1.74169 -7.04451 -0.366
N -6.56638 -3.22940 -7.57346 -0.420
H -4.22898 -2.39711 -7.30912 0.162
H -4.67312 -0.82860 -6.70389 0.216
H -7.54767 -3.46593 -7.64153 0.222
H -5.87951 -3.91140 -7.84750 0.159
C 5.43721 3.32406 6.52139 0.645
O 4.58583 4.13585 6.84830 -0.648
N 6.75523 3.58434 6.59111 -0.404
N 5.13362 2.09663 6.06216 -0.363
H 7.47102 2.92892 6.32650 0.150
H 7.02688 4.49743 6.93173 0.231
H 4.15233 1.86010 5.99408 0.226
H 5.82049 1.41463 5.78812 0.156
C 6.27811 -2.28741 -4.47476 0.698
O 6.70377 -2.19347 -3.33427 -0.706
N 6.47777 -1.33746 -5.40617 -0.393
N 5.57131 -3.34918 -4.90220 -0.398
H 6.13519 -1.39686 -6.35014 0.158
H 7.00539 -0.52112 -5.12554 0.223
H 5.39852 -4.08731 -4.23226 0.222
H 5.21256 -3.44451 -5.83720 0.162
C -1.17710 1.65071 -3.39563 0.553
O -0.64575 2.00973 -4.43462 -0.701
N -2.26988 2.25228 -2.89191 -0.249
N -0.71745 0.62148 -2.66144 -0.161
H -2.72142 1.97112 -2.03808 0.163
H -2.64820 3.03194 -3.41398 0.131
H 0.10373 0.14097 -3.00539 0.143
H -1.14130 0.31119 -1.80350 0.086
C -5.42684 4.57691 -2.00688 0.727
O -5.72115 4.59373 -3.19172 -0.662
N -4.82140 5.60963 -1.39310 -0.423
N -5.68157 3.52423 -1.20901 -0.321
H -4.57126 5.61438 -0.41875 0.160
H -4.61177 6.42231 -1.95804 0.227
H -6.13659 2.72555 -1.63159 0.135
H -5.44679 3.49176 -0.23134 0.153
C 1.63038 6.53128 9.32856 0.622
O 2.41556 7.04068 8.54452 -0.621
N 1.54979 6.89972 10.61990 -0.412
N 0.77551 5.55593 8.97144 -0.327
H 0.90993 6.49206 11.28047 0.153
H 2.17616 7.63119 10.92998 0.229
H 0.80350 5.24907 8.00782 0.202
H 0.12180 5.12429 9.60260 0.156
```

Calculated values
Kohn-Sham gap (hartree): 0.2247
Highest occupied orbital energy (eV): -7.03
Charge: 0
SMILES string: CCCOc1cc(N=C(C)C)c2nsnc2c1[C@H](Cl)CC.NC(N)=O.NC(N)=O.NC(N)=O.NC(N)=O.NC(N)=O.NC(N)=O.NC(N)=O.NC(N)=O.NC(N)=O

=====

No. 6
Formula: C4H6NS
Source: the Open Molecules 2025 dataset
Level of theory: ωB97M-V/def2-TZVPD

Structure (XYZ):
```
12
Properties=species:S:1:pos:R:3:nbo_charge:R:1
C 0.97071 -0.27542 -0.31020 -0.047
C 1.14887 0.90183 0.29171 -0.336
C -1.51888 -1.11414 0.24460 -0.330
C -0.99353 0.78757 -0.46147 0.038
N -0.44743 -0.40287 -0.39530 -0.336
S -2.64816 0.31094 -0.03183 0.424
H 1.85373 -0.94501 -0.68337 0.295
H 0.47130 1.36381 0.84801 0.193
H 2.20571 1.28449 0.45674 0.247
H -1.78930 -2.01160 -0.43973 0.279
H -1.38878 -1.20496 1.33535 0.274
H -0.80258 1.82656 -0.84248 0.299
```

Calculated values
ΔE to the lowest compared entry with this formula, charge and spin (kJ/mol): 271.0
Kohn-Sham gap (hartree): 0.3489
Highest occupied orbital energy (eV): -14.63
Charge: +1

=====

No. 7
Formula: C3H7OS
Source: the Open Molecules 2025 dataset
Level of theory: ωB97M-V/def2-TZVPD

Structure (XYZ):
```
12
Properties=species:S:1:pos:R:3:nbo_charge:R:1
C -1.52260 -0.31343 1.89632 -0.754
S -1.95541 -0.33616 0.12851 -0.677
H -0.35775 -0.40845 2.08574 0.163
H -2.18340 -0.96443 2.52615 0.180
H -1.78433 0.69884 2.37125 0.166
O 2.89074 0.86538 -1.10572 -0.592
C 1.78157 0.42422 -0.74917 0.425
C 0.73406 0.05817 -1.70680 -0.809
H 1.37957 0.36513 0.30461 0.129
H 0.60586 -1.11177 -1.73491 0.249
H -0.30219 0.25122 -1.23062 0.312
H 0.71388 0.47127 -2.78536 0.208
```

Calculated values
ΔE to the lowest compared entry with this formula, charge and spin (kJ/mol): 140.1
Kohn-Sham gap (hartree): 0.2456
Highest occupied orbital energy (eV): -2.63
Charge: -1

=====

No. 8
Formula: C3H8INOS
Source: the Open Molecules 2025 dataset
Level of theory: ωB97M-V/def2-TZVPD

Structure (XYZ):
```
15
Properties=species:S:1:pos:R:3:nbo_charge:R:1
C 1.13717 0.03314 0.60323 -0.132
C -1.12965 1.02172 0.71955 -0.700
C -0.04841 0.61901 -0.21832 -0.215
N -1.02721 -1.85824 -0.74833 -0.987
O 2.17135 -0.59761 -0.14223 -0.715
S -0.63771 -0.37792 -1.62676 0.368
I 0.90952 2.30660 -1.32978 0.068
H 2.25620 -0.05735 -0.89641 0.471
H 1.60524 0.79237 1.20562 0.189
H 0.57542 -0.71831 1.44663 0.188
H -1.80464 0.20968 0.96590 0.254
H -0.63323 1.53138 1.54027 0.217
H -1.76295 1.78487 0.24705 0.233
H -0.07162 -2.20517 -0.47535 0.380
H -1.53946 -2.48417 -1.29106 0.382
```

Calculated values
ΔE to the lowest compared entry with this formula, charge and spin (kJ/mol): 43.1
Kohn-Sham gap (hartree): 0.3183
Highest occupied orbital energy (eV): -8.60
Charge: 0

=====

No. 9
Formula: C3H12N6O3Sn
Source: the Open Molecules 2025 dataset
Level of theory: ωB97M-V/def2-TZVPD

Structure (XYZ):
```
25
Properties=species:S:1:pos:R:3:nbo_charge:R:1
Sn 18.17015 -1.96335 -0.39679 1.795
C 15.77164 0.02113 2.26723 0.807
O 16.43496 -0.55305 1.37842 -0.837
N 16.05317 -0.21041 3.56874 -0.797
N 14.68810 0.76641 1.97557 -0.792
H 16.67119 -0.99619 3.66832 0.410
H 15.53142 0.17409 4.33566 0.424
H 14.28281 1.45153 2.58983 0.425
H 14.55380 0.86881 0.98236 0.414
C 18.69991 -4.82116 -3.03272 0.804
O 18.56356 -3.62263 -2.71262 -0.799
N 19.39344 -5.69125 -2.25329 -0.804
N 18.20100 -5.38489 -4.14357 -0.783
H 20.01263 -5.35915 -1.54026 0.397
H 19.59941 -6.55483 -2.72569 0.402
H 17.57478 -4.86547 -4.73625 0.432
H 18.29855 -6.37311 -4.28396 0.413
C 19.92323 -4.88168 1.14079 0.795
O 18.81127 -4.34191 0.94860 -0.765
N 21.05022 -4.47146 0.50413 -0.829
N 20.17668 -5.80631 2.08479 -0.778
H 21.02736 -3.70523 -0.14807 0.388
H 21.75786 -5.14480 0.24566 0.417
H 19.50477 -5.90361 2.82890 0.438
H 21.08339 -6.23469 2.10190 0.422
```

Calculated values
ΔE to the lowest compared entry with this formula, charge and spin (kJ/mol): 194.0
Kohn-Sham gap (hartree): 0.2350
Highest occupied orbital energy (eV): -16.14
Charge: +2

=====

| no. | electronic energy (hartree) |
| --- | --- |
| 1 | -441.73037 |
| 2 | -309.75510 |
| 3 | -325.73526 |
| 4 | -420.96048 |
| 5 | -3708.58818 |
| 6 | -608.56006 |
| 7 | -591.91493 |
| 8 | -944.93317 |
| 9 | -889.57757 |